{"formula": "C37H50BN2O9", "method": "ωB97M-V/def2-TZVPD", "species": ["C", "C", "C", "C", "C", "C", "C", "C", "O", "C", "C", "N", "B", "N", "O", "C", "C", "C", "C", "C", "C", "C", "C", "O", "C", "H", "H", "H", "H", "H", "H", "H", "H", "H", "H", "H", "H", "H", "H", "H", "H", "H", "H", "H", "H", "H", "H", "H", "H", "H", "H", "H", "H", "H", "H", "H", "H", "H", "H", "H", "H", "H", "H", "C", "C", "C", "O", "C", "C", "C", "O", "H", "H", "H", "H", "C", "C", "C", "O", "C", "C", "C", "O", "H", "H", "H", "H", "C", "C", "C", "O", "C", "C", "C", "O", "H", "H", "H", "H"], "xyz": [[2.8367, 3.3872, 5.8171], [2.3719, 3.5444, 4.7171], [1.8098, 3.7065, 3.3761], [0.5177, 2.8925, 3.1634], [0.6559, 1.4272, 3.5371], [1.1679, 0.6239, 2.3325], [2.6689, 0.3526, 2.4006], [3.0518, -0.9235, 3.1518], [3.0927, -2.0886, 2.3679], [1.8576, -2.6222, 1.9391], [0.9727, -3.1040, 3.0774], [0.8443, 1.5509, 1.1490], [0.2718, 0.6575, 0.0091], [1.3019, -0.0293, -0.7129], [-1.0666, 0.5924, -0.1929], [0.2161, 2.8537, 1.6488], [-1.2154, 3.1636, 1.2435], [-2.3126, 2.4364, 2.0146], [-3.7077, 2.8408, 1.5271], [-4.8191, 2.4481, 2.4943], [-5.0838, 0.9378, 2.5248], [-5.8444, 0.4916, 3.7802], [-6.8554, -0.6111, 3.5159], [-6.2624, -1.5806, 2.6711], [-7.1093, -2.6753, 2.3734], [3.2395, 3.2098, 6.7792], [2.5669, 3.3741, 2.6597], [1.6010, 4.7593, 3.1832], [-0.3315, 3.3420, 3.6698], [-0.3366, 1.0481, 3.8010], [1.2489, 1.2616, 4.4369], [0.5487, -0.2713, 2.3041], [3.1306, 0.3307, 1.4106], [3.1154, 1.1817, 2.9570], [2.4100, -1.0431, 4.0345], [4.0664, -0.7979, 3.5249], [1.3251, -1.9110, 1.2936], [2.1200, -3.4602, 1.2945], [1.5938, -3.5846, 3.8327], [0.4631, -2.2782, 3.5825], [0.2133, -3.7945, 2.7171], [1.7533, 1.8169, 0.7709], [1.5348, 0.4059, -1.6056], [1.0146, -0.9820, -0.9105], [-1.6114, 0.0084, 0.3416], [0.8321, 3.6252, 1.1792], [-1.3569, 3.0140, 0.1731], [-1.3316, 4.2389, 1.4081], [-2.2492, 2.6375, 3.0864], [-2.2066, 1.3625, 1.8586], [-3.9038, 2.3871, 0.5518], [-3.7233, 3.9258, 1.3889], [-4.6099, 2.8141, 3.5039], [-5.7386, 2.9469, 2.1756], [-4.1160, 0.4303, 2.5076], [-5.6358, 0.6458, 1.6317], [-6.3953, 1.3527, 4.1700], [-5.1487, 0.1834, 4.5614], [-7.7630, -0.2002, 3.0582], [-7.1275, -1.0922, 4.4620], [-6.5501, -3.6002, 2.5102], [-7.9917, -2.6858, 3.0156], [-7.4413, -2.6235, 1.3335], [1.5064, -2.7161, -5.3566], [1.0031, -1.7470, -4.5979], [1.6866, -0.4366, -4.4962], [1.2320, 0.4531, -3.7924], [2.9317, -0.2321, -5.2680], [3.4375, -1.2013, -6.0253], [2.7632, -2.5223, -6.1285], [3.2170, -3.4088, -6.8151], [1.0277, -3.6818, -5.4529], [0.0868, -1.8641, -4.0358], [3.4113, 0.7325, -5.1808], [4.3512, -1.0752, -6.5916], [7.8817, 2.0336, -4.6538], [8.4246, 3.0700, -4.0208], [7.5853, 4.1751, -3.4908], [8.0724, 5.1182, -2.9103], [6.1155, 4.0794, -3.6981], [5.5739, 3.0426, -4.3299], [6.4151, 1.9368, -4.8550], [5.9202, 0.9872, -5.4263], [8.4710, 1.2162, -5.0490], [9.4909, 3.1629, -3.8597], [5.5268, 4.8999, -3.3079], [4.5070, 2.9551, -4.4944], [-2.3642, -4.1282, -2.4254], [-3.1983, -4.9103, -1.7478], [-3.9451, -6.0071, -2.4226], [-4.7045, -6.7141, -1.8020], [-3.7196, -6.1923, -3.8794], [-2.8839, -5.4074, -4.5543], [-2.1412, -4.3164, -3.8803], [-1.3770, -3.5993, -4.4947], [-1.8104, -3.3220, -1.9602], [-3.3811, -4.7966, -0.6868], [-4.2731, -6.9958, -4.3479], [-2.7039, -5.5216, -5.6155]], "atomic_forces_ev_per_a": [[-0.4, 0.0, -0.9], [0.2, 0.0, 0.6], [-0.1, -0.2, 0.4], [0.4, -0.3, -0.8], [-0.9, -0.5, 0.6], [0.0, 0.8, 0.8], [0.1, -0.1, 0.0], [0.0, 0.1, 0.2], [0.0, 0.1, -0.1], [-0.1, -0.2, -0.1], [0.1, 0.4, 0.2], [-0.1, 0.2, -0.4], [0.0, 0.0, -0.2], [-0.4, 0.1, 0.3], [0.3, -0.6, 0.4], [0.2, 0.6, -0.1], [-0.2, -0.2, 0.2], [-0.2, 0.0, -0.4], [0.1, 0.2, 0.3], [-0.4, -0.2, -0.2], [0.3, 0.3, 0.3], [-0.2, 0.2, -0.2], [0.3, -0.2, 0.1], [0.1, 0.0, 0.1], [0.0, 0.1, -0.1], [0.1, 0.1, 0.2], [0.0, 0.1, -0.1], [0.1, 0.0, -0.1], [0.2, 0.1, 0.2], [0.0, 0.1, -0.1], [0.2, 0.1, -0.1], [0.2, -0.1, -0.6], [-0.1, -0.2, -0.1], [0.0, 0.1, -0.1], [0.0, -0.1, 0.0], [0.0, 0.0, 0.0], [0.0, 0.0, 0.0], [0.1, 0.0, 0.1], [-0.1, -0.2, -0.1], [-0.1, 0.0, 0.0], [0.0, -0.1, 0.0], [0.1, -0.1, 0.1], [0.3, 0.0, -0.1], [0.0, 0.1, -0.4], [-0.3, 0.2, 0.0], [-0.1, -0.1, -0.1], [0.0, 0.0, 0.0], [0.0, 0.0, 0.0], [0.1, 0.0, 0.0], [0.1, -0.1, 0.3], [0.0, 0.1, -0.1], [0.0, 0.0, -0.1], [0.2, 0.0, 0.0], [0.0, 0.0, 0.1], [-0.1, -0.2, -0.2], [0.1, 0.0, -0.1], [0.0, -0.1, 0.1], [0.1, 0.0, 0.0], [0.0, 0.0, -0.1], [-0.2, 0.1, 0.0], [0.0, 0.0, 0.0], [0.0, -0.1, 0.1], [-0.1, 0.0, 0.0], [0.0, -0.1, 0.0], [0.2, 0.2, 0.0], [0.0, 0.0, -0.1], [0.1, 0.0, 0.2], [-0.1, 0.0, 0.0], [0.0, 0.0, 0.0], [0.0, 0.0, 0.0], [0.0, 0.0, 0.0], [0.0, 0.0, 0.0], [0.0, 0.0, -0.1], [0.0, 0.0, 0.0], [0.0, 0.0, 0.0], [0.0, 0.0, 0.0], [0.0, 0.0, 0.0], [0.0, 0.0, 0.0], [0.0, 0.0, 0.0], [0.0, 0.0, 0.0], [0.0, 0.0, 0.0], [0.1, 0.0, 0.0], [-0.1, 0.0, 0.0], [0.0, 0.0, 0.0], [0.0, 0.0, 0.0], [0.0, 0.0, 0.0], [0.0, 0.0, 0.0], [0.0, 0.0, 0.0], [0.0, 0.0, 0.0], [0.0, 0.0, 0.0], [0.0, 0.0, 0.0], [0.0, 0.0, 0.0], [0.0, 0.0, 0.0], [0.0, 0.0, 0.0], [-0.1, -0.1, 0.1], [0.0, 0.0, 0.0], [0.0, 0.0, 0.0], [0.0, 0.0, 0.0], [0.0, 0.0, 0.0]], "lumo_ev": -3.411, "fmax_ha_per_bohr": 0.0228, "orbital_gap_ev": 8.12, "charge": 1}